1.
58
Properties=species:S:1:pos:R:3:forces:R:3:lowdin_charge:R:1 method="wB97M-V/def2-TZVPD" e_tot_ev=-37561.04259 smiles="Cn1cc([C@@H](c2ccccc2)[C@@](C#N)(C(=O)c2ccccc2)c2ccccc2)c2ccccc21" lumo_ev=-0.1 e_homo_ev=-7.39 orbital_gap_ev=7.3
O 1.96052 0.80255 -1.53722 -0.764 0.310 0.024 0.065
N 3.33951 -1.37675 1.54370 -0.178 -0.222 0.267 -0.108
N -0.09701 2.39940 1.60991 -0.103 -1.949 -2.317 0.201
C -2.68766 1.57318 -0.57457 0.138 0.614 -0.509 -0.027
C 1.30009 -2.23039 2.14965 0.296 0.386 -0.987 -0.067
C 1.13654 -4.28176 3.43641 0.641 0.327 -0.221 -0.093
C -3.64716 -2.76156 1.65305 0.470 0.763 -0.208 -0.095
C -1.33904 -1.32025 1.00932 0.008 1.235 -1.791 -0.204
C -2.63704 1.20266 -3.39471 0.175 0.127 0.500 -0.066
C 1.80001 4.13668 -3.83322 -0.270 0.246 0.355 -0.072
C -2.74698 -3.27091 0.72259 0.540 -0.407 -0.381 -0.085
C -0.14923 4.94310 -2.56641 0.583 0.015 -0.237 -0.058
C 0.95982 1.47457 -1.34914 1.450 -1.652 -0.153 -0.269
C -0.14340 1.69115 0.66812 -0.048 3.504 3.284 -0.269
C 4.76141 -1.10284 1.59453 -0.794 0.288 -0.027 -0.010
C -1.50975 0.90849 -2.63327 0.135 0.855 0.552 -0.025
C 1.87380 3.03448 -3.00348 -0.653 -0.069 0.413 -0.021
C -2.25610 -0.77947 1.91786 -0.058 -0.125 0.591 -0.033
C 2.54022 -4.33176 3.55186 0.739 0.008 0.081 -0.089
C -3.41446 -1.52267 2.25989 0.525 0.418 0.120 -0.069
C -1.50433 1.22913 -1.25470 -0.336 -2.925 0.269 -0.180
C -1.59459 -2.55579 0.40728 0.392 -0.444 0.025 -0.065
C 2.70647 -2.38108 2.25479 -0.087 1.358 -0.582 -0.199
C -0.20660 0.84585 -0.48914 -0.729 3.372 2.450 -0.202
C 0.51907 -3.26026 2.72121 -0.237 0.217 0.257 -0.024
C 0.89547 2.85107 -2.00854 -0.277 -0.471 0.397 -0.133
C 3.35085 -3.36399 2.95136 -0.494 -1.139 0.754 -0.026
C -0.08423 3.82053 -1.73745 0.469 -0.061 -0.520 -0.014
C -3.78285 1.66204 -2.72516 -0.459 -0.232 -0.115 -0.081
C 2.40598 -0.57673 0.95890 -0.440 -0.419 0.741 -0.005
C -0.06618 -0.62353 0.44694 -0.056 -1.168 -3.739 -0.079
C -3.84982 1.81425 -1.32663 0.895 -0.070 -0.300 -0.057
C 0.77700 5.07521 -3.61883 0.067 0.131 -0.191 -0.074
C 1.13131 -1.02831 1.28240 0.759 0.791 -0.953 -0.090
H -4.10979 -1.11239 3.02427 0.528 -0.405 -0.733 0.111
H 5.28547 -2.04682 1.66222 0.331 0.004 -0.218 0.075
H -0.88669 5.73546 -2.39987 0.260 -0.418 -0.039 0.109
H -0.57355 0.56734 -3.10437 -0.589 0.109 0.191 0.132
H 0.12804 -0.88805 -0.67315 -0.282 -2.229 2.088 0.156
H 2.64718 2.27936 -3.09893 -0.173 0.125 -0.131 0.117
H 4.43380 -3.34363 2.98857 -0.132 -0.384 0.255 0.099
H 0.55801 -5.06108 3.92051 -0.093 0.139 -0.148 0.097
H 4.99707 -0.56045 0.67598 0.352 -0.124 0.223 0.096
H -2.04605 0.18492 2.43091 -0.188 -0.757 -0.555 0.120
H 2.55272 4.24043 -4.61503 -0.351 0.234 0.120 0.107
H -2.67511 1.76904 0.51001 0.029 -0.244 -0.660 0.114
H 3.03436 -5.13610 4.11304 -0.406 0.311 -0.216 0.101
H -0.56689 -3.26599 2.64593 0.283 0.110 0.027 0.095
H -4.75350 2.16698 -0.81432 0.336 -0.271 -0.424 0.109
H -2.56567 1.11665 -4.48813 -0.401 -0.060 0.597 0.112
H -2.89542 -4.24799 0.22653 -0.112 0.649 0.472 0.113
H 2.75175 0.23998 0.32247 -0.417 -0.426 0.378 0.120
H -0.76139 3.68607 -0.89934 0.021 0.102 -0.244 0.109
H -0.78971 -2.99344 -0.23403 -1.033 0.444 0.400 0.139
H -4.67784 1.84271 -3.32160 0.191 0.127 0.185 0.100
H 4.98029 -0.49662 2.47774 0.233 0.017 -0.120 0.100
H 0.72486 5.93790 -4.29569 -0.089 -0.327 0.397 0.105
H -4.53357 -3.31057 1.85900 -0.599 -0.335 0.308 0.088

2.
67
Properties=species:S:1:pos:R:3:forces:R:3:lowdin_charge:R:1 method="wB97M-V/def2-TZVPD" e_tot_ev=-56405.46289 lumo_ev=1.6 e_homo_ev=-4.81 orbital_gap_ev=6.4 charge=-1
Pb -20.69467 -0.68644 -6.18056 -0.608 0.122 0.187 1.336
O -22.13065 -0.63419 -10.61583 0.153 0.164 2.269 -0.036
O -22.26508 0.36730 -4.62147 -2.535 -0.307 0.014 -0.256
O -20.87146 -1.04983 -8.75772 -1.525 0.684 -0.096 -0.228
O -24.53979 0.09547 -4.06936 2.136 0.459 -0.797 -0.011
N -13.39862 -3.19673 0.14124 0.225 -0.161 0.119 0.048
N -18.64901 -0.43841 -3.30594 0.688 0.376 0.349 0.087
N -21.35152 -2.46181 -4.90146 0.508 -0.801 0.359 -0.044
N -22.92627 -0.14919 -7.16303 1.071 -0.381 0.111 0.047
N -14.94588 -2.29365 -1.10164 0.858 0.104 0.278 -0.065
N -13.93570 -2.07401 -0.11366 -1.111 -1.635 -1.100 0.069
N -16.76428 -1.17894 -2.35451 0.450 0.267 0.347 -0.026
C -18.95387 -3.76042 -6.23969 -0.259 0.010 0.757 -0.079
C -14.92597 -3.61095 -1.48020 1.420 -0.558 -0.410 -0.156
C -15.42938 -4.28924 -2.61520 0.409 0.837 1.444 0.005
C -14.99248 -5.57395 -2.82312 -1.811 0.004 -1.691 -0.098
C -25.20377 0.36519 -6.77734 -0.588 -1.022 -0.024 0.005
C -18.96909 -1.27358 -2.24197 -0.006 0.112 -0.584 -0.122
C -15.30918 -1.14954 -1.88332 -2.241 1.809 -0.113 -0.086
C -21.19847 -5.73376 -3.33290 0.166 -2.094 0.175 -0.054
C -25.47203 0.23046 -8.16215 0.552 -0.366 0.086 -0.032
C -19.94589 -6.12404 -7.34217 -1.978 -1.899 0.246 -0.101
C -22.02406 -3.70825 -2.46406 0.233 2.339 0.023 -0.043
C -21.97679 -6.48101 -2.40122 0.086 1.945 0.104 -0.060
C -22.77195 -5.73516 -1.49772 0.922 -1.409 -0.052 -0.111
C -18.77560 -5.57181 -7.77871 1.141 0.459 -1.087 -0.118
C -20.61881 -5.57063 -6.25315 0.978 1.615 -0.336 -0.052
C -21.27853 -4.35576 -3.44579 -1.327 -0.533 0.890 -0.191
C -17.83137 -1.74478 -1.65076 -0.118 0.385 -0.815 -0.082
C -21.94593 -0.65421 -9.36400 1.589 -0.967 -1.733 -0.609
C -13.91627 -4.22006 -0.66994 -1.871 1.899 -0.364 -0.211
C -20.10799 -4.36375 -5.72114 -0.249 -0.516 0.366 -0.178
C -23.11064 -0.24322 -8.48922 -0.132 0.032 0.836 -0.200
C -20.90165 -3.63468 -4.66683 0.151 1.822 -1.536 -0.387
C -16.54727 0.72818 -4.01198 1.947 -0.370 1.044 -0.014
C -13.60535 -5.55493 -0.86118 1.917 0.013 -0.254 -0.029
C -23.88495 0.13181 -6.29991 -1.451 0.481 -2.042 -0.203
C -22.64238 -4.37391 -1.43005 -0.398 0.344 -0.958 -0.105
C -17.33363 -0.32871 -3.34871 -0.295 -2.131 2.384 -0.352
C -23.55741 0.20929 -4.84471 0.994 -0.201 1.519 -0.589
C -18.30298 -4.34602 -7.30172 -0.561 -0.279 0.250 -0.084
C -24.35591 -0.05158 -9.01449 -2.102 0.585 0.192 -0.016
C -14.13928 -6.19859 -1.96756 1.389 -1.136 1.391 -0.109
H -20.56268 -6.28556 -4.05438 -0.495 0.327 0.802 0.101
H -23.19438 -3.82192 -0.70041 -0.263 0.295 0.338 0.095
H -15.15808 -0.23256 -1.22104 -0.095 -1.264 -0.790 0.150
H -15.55170 0.90629 -3.46366 -1.502 -0.226 -0.739 0.095
H -17.74155 -2.53596 -0.93080 0.315 0.128 0.273 0.105
H -13.80062 -7.21549 -2.17509 -0.157 0.297 0.015 0.109
H -20.01973 -1.44759 -1.97118 0.728 -0.115 -0.336 0.103
H -24.50522 -0.12885 -10.08289 0.166 -0.105 0.027 0.108
H -23.46296 -6.17434 -0.79632 0.103 -0.566 0.106 0.090
H -18.17714 -6.07109 -8.53262 -0.295 0.055 -0.279 0.094
H -16.08849 -3.76212 -3.25119 -0.663 0.181 -0.780 0.096
H -22.17189 -2.59151 -2.54857 0.381 -1.322 -0.010 0.127
H -26.51618 0.23300 -8.63492 1.642 0.273 1.037 0.120
H -17.15156 1.58496 -3.86629 -0.327 1.200 -0.453 0.072
H -12.68120 -5.93853 -0.39367 -0.938 -0.129 0.162 0.121
H -17.52900 -3.78549 -7.79168 0.607 -0.302 -0.071 0.099
H -16.29178 0.53149 -5.03783 -0.176 0.057 -0.537 0.074
H -15.37592 -6.12433 -3.70557 0.322 0.454 0.615 0.125
H -18.53994 -2.87097 -5.72737 -0.467 -0.353 -0.547 0.094
H -25.97672 0.41621 -5.97391 0.606 0.310 -0.983 0.119
H -14.78051 -0.99306 -2.82709 0.550 -0.466 0.342 0.121
H -21.52096 -5.96767 -5.81229 -0.095 -0.128 -0.432 0.106
H -20.45470 -7.02555 -7.84101 1.290 1.269 0.714 0.127
H -21.94007 -7.56076 -2.34825 -0.056 0.028 -0.222 0.087

3.
78
Properties=species:S:1:pos:R:3:forces:R:3:lowdin_charge:R:1 method="wB97M-V/def2-TZVPD" e_tot_ev=-107761.56244 lumo_ev=0.2 e_homo_ev=-3.21 orbital_gap_ev=3.4 charge=-1
Cl 2.70568 -0.90433 -2.83080 -0.026 0.047 -0.033 0.659
Cl 1.07868 3.49760 -5.49181 -0.037 -0.056 0.044 0.600
Mg -1.48403 -0.25992 -0.28202 0.554 0.781 -0.182 0.523
F -0.35088 3.51057 2.05425 0.066 0.011 -0.091 0.099
F -2.79642 1.04502 3.93610 -0.015 -0.080 -0.164 0.111
F -3.93217 -3.46415 1.07123 -0.033 -0.035 -0.143 0.148
F -2.26863 -0.78887 2.97334 0.014 0.016 -0.019 0.173
F -2.48781 3.27754 2.18981 -0.015 -0.071 0.101 0.152
F -4.91649 -3.03364 -0.81610 0.117 -0.078 0.078 0.134
F -3.52568 0.63351 1.93903 0.095 -0.056 0.043 0.157
F -3.12531 -1.68552 -2.84927 0.058 -0.072 0.081 0.139
F -1.25113 2.96795 3.92648 0.094 -0.014 0.071 0.122
F -3.80325 -4.86246 -0.56049 0.040 0.059 0.080 0.111
F -3.14331 -3.84635 -2.81107 0.105 0.168 0.041 0.107
F -1.27344 -2.78589 -2.83040 -0.035 0.034 0.090 0.143
O 0.00863 -0.72256 -1.52636 0.402 0.447 -0.633 -0.060
O -1.28480 1.37808 0.71910 -0.125 0.156 1.136 -0.198
O -2.86608 -1.43859 -0.27123 -0.552 -1.314 -0.639 -0.161
N -1.88117 1.09269 -1.98580 0.194 0.260 -0.317 0.105
N -0.43996 -1.31983 1.09171 0.322 -0.318 0.555 0.024
N 3.37605 4.87351 -0.24987 -0.262 -0.146 0.158 0.181
N 1.38388 1.71244 -0.45761 -0.319 0.003 0.499 0.083
C -1.00159 -4.66360 -0.43965 -0.007 0.197 -0.015 -0.009
C -0.37120 -2.68169 0.83878 -0.118 0.201 0.080 -0.177
C -0.74386 1.17065 -2.72195 -0.143 -0.022 -0.007 -0.123
C -2.82983 1.98229 -2.15822 0.102 -0.223 0.081 -0.093
C 1.89727 -0.91645 1.76080 -0.049 0.126 0.012 -0.045
C 1.10207 1.25999 3.24183 -0.070 -0.089 -0.022 -0.017
C -1.33222 2.73748 2.60323 0.216 0.023 -0.332 -0.534
C 2.82304 -0.19907 2.49912 -0.035 -0.013 0.012 -0.081
C -1.56476 3.14239 -3.83050 0.012 -0.067 0.073 -0.037
C 0.64809 -4.88073 1.23755 0.047 -0.018 0.005 -0.069
C 3.41402 1.57915 4.21888 -0.101 -0.022 -0.155 -0.079
C 0.15418 0.60734 2.46153 -0.054 -0.146 -0.120 -0.050
C -2.70761 3.03015 -3.08429 -0.002 0.118 -0.131 -0.052
C 1.65511 1.23842 -4.11133 -0.136 0.038 0.060 -0.162
C 0.71256 2.20972 -4.34954 0.165 0.023 -0.046 -0.635
C 0.15090 -6.89856 -0.21621 -0.053 0.120 0.013 -0.071
C -1.24392 -3.33323 -0.10402 -0.072 0.279 0.096 -0.036
C 2.43376 0.85623 3.31983 0.137 0.108 -0.044 -0.314
C 2.48522 3.78063 0.31931 -0.138 -0.457 0.051 -0.120
C 0.49141 -3.54484 1.55463 -0.115 0.026 -0.119 -0.035
C 0.24799 0.14051 -2.41978 -0.156 -0.247 -0.112 -0.414
C 1.90654 2.97074 -0.84301 -0.056 -0.189 -0.069 -0.269
C -2.53777 -2.68150 -0.69900 -0.428 -0.164 -0.052 -0.332
C -2.50724 -2.74658 -2.30798 -0.069 -0.169 0.119 -0.508
C -2.45295 0.50155 2.72873 0.102 0.194 0.033 -0.517
C -3.79313 -3.54164 -0.26336 0.098 0.172 0.214 -0.530
C 0.51074 -0.61332 1.77325 -0.167 -0.209 -0.049 -0.221
C 1.42841 0.22772 -3.17846 -0.015 -0.035 -0.042 -0.603
C -0.52342 2.19975 -3.66733 -0.113 -0.011 0.103 -0.194
C -0.04687 -5.45526 0.18205 0.026 -0.132 0.065 -0.290
C -1.19702 1.25659 2.09647 -0.122 0.172 -0.264 -0.308
H -3.51517 3.74337 -3.19732 0.028 -0.038 0.003 0.099
H 2.72280 2.82760 -1.57979 -0.109 -0.011 -0.026 0.118
H -0.75830 -7.48386 -0.04542 0.057 -0.005 -0.018 0.071
H 2.93651 1.86867 5.15854 0.060 0.001 -0.031 0.070
H 4.26812 0.94150 4.45769 -0.027 0.036 0.004 0.066
H 2.80404 5.54020 -0.76217 -0.045 0.116 -0.081 0.166
H -3.71851 1.86858 -1.54429 0.089 0.035 -0.014 0.129
H -1.44354 3.94386 -4.54659 -0.013 0.024 -0.021 0.082
H 2.59317 1.25803 -4.65134 0.012 -0.001 0.023 0.095
H 0.81414 2.12626 3.82720 -0.028 -0.042 -0.071 0.107
H -1.60316 -5.11738 -1.21964 -0.014 0.020 0.044 0.118
H 2.03506 1.10192 0.02429 -0.102 -0.006 -0.035 0.087
H 3.87618 -0.46573 2.43508 -0.046 -0.076 0.054 0.101
H 4.01745 4.44674 -0.91427 0.152 -0.056 -0.116 0.156
H 1.11752 3.54853 -1.33906 0.074 0.006 -0.042 0.131
H 1.70964 4.24084 0.91387 -0.129 0.205 0.195 0.116
H 1.03715 -3.14425 2.39691 0.058 0.045 -0.028 0.098
H 1.33324 -5.48852 1.82583 -0.028 0.049 -0.042 0.099
H 3.08743 3.13371 0.95816 0.136 0.129 -0.032 0.129
H 0.95783 -7.35115 0.36462 -0.030 -0.005 -0.032 0.062
H 3.80958 2.49684 3.75972 -0.013 -0.042 0.058 0.053
H 0.40422 -6.99108 -1.27645 0.004 -0.007 0.046 0.071
H 2.23238 -1.71149 1.10815 -0.014 -0.057 0.063 0.112
H 3.90172 5.36459 0.46461 0.096 0.112 0.105 0.159
H 0.45018 1.69055 0.00208 0.506 0.244 -0.194 0.079

4.
59
Properties=species:S:1:pos:R:3:forces:R:3:mulliken_spin:R:1 method="wB97M-V/def2-TZVPD" e_tot_ev=-56936.10406 lumo_ev="-3.2 / -5.3" e_homo_ev="-10.02 / -11.46" orbital_gap_ev="6.8 / 6.1" charge=+1 multiplicity=5
Ru 0.17258 0.14335 0.58696 1.155 1.499 -2.466 2.568
Cl 2.16293 1.26339 0.24615 -0.027 -0.095 0.086 0.235
P -0.00390 0.37718 -2.32998 -0.048 -0.210 0.994 0.300
C -1.03764 -1.39272 1.58758 0.354 -0.051 0.182 -0.131
C 0.88331 -1.42211 -4.28527 0.407 0.013 0.328 0.016
C 0.35779 2.03253 -2.93906 0.081 0.359 -0.001 -0.027
C -2.02168 -1.45194 -2.93372 -0.178 0.390 -0.086 0.018
C -0.61703 2.23610 3.89186 -0.264 0.856 1.486 -0.017
C -0.93863 -1.86465 0.24050 0.742 -0.965 -0.119 0.227
C -0.36373 2.60966 6.65330 -0.137 0.119 -0.069 0.111
C 3.47710 -1.54494 -3.22244 -0.016 -0.087 -0.080 0.000
C -0.66569 1.52334 1.40991 -0.948 1.246 0.896 -0.273
C -4.13507 -0.84424 -3.93758 0.185 0.103 0.016 0.024
C -1.47776 3.12414 4.57529 -0.156 0.013 0.172 0.118
C 0.29372 -1.35353 2.15140 0.110 -1.431 -0.059 0.158
C 0.44639 -2.11092 -0.04878 -0.736 -0.243 0.471 0.002
C 2.50190 -0.79663 -2.57253 -0.416 -0.025 -0.286 0.001
C 1.21186 -1.79341 1.12230 -0.790 -0.142 0.557 -0.006
C -1.35616 3.30244 5.94537 0.157 -0.074 0.098 -0.049
C 0.27518 4.42984 -2.69753 0.025 0.041 -0.087 -0.005
C 3.16283 -2.24116 -4.39523 -0.236 0.155 0.103 0.010
C 0.74407 4.56912 -4.00879 -0.082 -0.250 0.071 0.004
C -3.27433 -1.81688 -3.41897 0.058 0.115 0.042 -0.010
C 0.09148 3.16581 -2.14562 0.124 -0.432 -0.520 0.036
C 0.86636 2.16524 -4.23877 -0.206 0.308 0.257 0.017
C -2.51876 0.88464 -3.42706 0.221 -0.447 -0.003 0.030
C -0.83795 2.05529 2.53267 0.818 -0.942 -0.699 0.542
C 1.86521 -2.18620 -4.91383 0.119 0.000 0.003 -0.004
C 1.04568 3.43843 -4.77290 0.032 0.004 0.089 0.000
C 0.51681 1.74661 5.99299 -0.003 -0.041 -0.363 -0.044
C 1.19953 -0.72173 -3.10933 0.321 -0.243 -0.311 -0.041
C -3.75305 0.50098 -3.94409 -0.080 -0.165 0.105 -0.012
C -1.63178 -0.10000 -2.95898 -0.212 0.089 -0.088 -0.006
C 0.41482 1.56169 4.62136 -0.503 0.178 -0.538 0.115
H 0.87551 5.56120 -4.43931 -0.020 -0.236 0.143 0.000
H 3.92985 -2.81981 -4.90698 -0.187 0.102 0.127 0.001
H -4.41651 1.26040 -4.35394 0.083 -0.202 0.121 0.000
H 0.85296 -2.48845 -0.98774 -0.155 0.263 0.331 0.007
H -0.11880 -1.36732 -4.69912 0.173 -0.018 -0.009 0.001
H -2.03578 3.97859 6.46713 0.255 -0.222 -0.142 0.000
H 1.60856 -2.73002 -5.82344 0.143 0.133 0.230 0.000
H -2.25269 3.65233 4.00417 0.379 -0.255 0.328 -0.002
H -1.77080 -2.02077 -0.43911 0.224 0.149 0.226 0.030
H -0.24042 3.03395 -1.11581 0.008 0.102 -0.238 -0.007
H -1.96747 -1.13116 2.09281 0.420 -0.082 -0.127 0.001
H 1.10892 1.27622 -4.81815 -0.066 0.242 0.041 0.000
H 1.29126 1.21114 6.54203 -0.219 0.208 -0.093 0.000
H -1.34300 -2.21174 -2.54347 -0.141 0.160 -0.239 0.000
H 0.04564 5.31225 -2.10249 0.110 -0.171 -0.144 -0.001
H -3.56727 -2.86544 -3.39363 -0.003 0.253 -0.067 0.000
H -5.10294 -1.13776 -4.34195 0.234 0.084 0.108 0.001
H 2.73262 -0.25451 -1.65760 0.036 -0.119 -0.238 0.003
H 2.29183 -1.85220 1.21917 -0.292 0.049 -0.045 0.013
H 0.54728 -1.06010 3.16864 -0.090 -0.132 -0.396 0.032
H -2.22221 1.93329 -3.40002 -0.105 -0.260 -0.125 0.004
H 1.42275 3.53570 -5.78991 -0.074 0.072 0.249 0.001
H 1.09781 0.90667 4.07350 -0.191 0.281 0.268 0.008
H 4.48752 -1.58319 -2.80851 -0.329 -0.015 -0.176 0.000
H -0.26651 2.74779 7.73093 -0.065 -0.028 -0.312 0.005